(1)
{
  "formula": "C5H8O2",
  "method": "ωB97M-V/def2-TZVPD",
  "lumo_energy_ev": 0.91,
  "multiplicity": 1,
  "smiles": "C[C@@]1(O)C[C@H]2O[C@H]21",
  "e_above_lowest_kj_mol": 316.9,
  "gap_ev": 10.688,
  "energy_ha": -345.6843,
  "species": ["C", "C", "O", "C", "C", "O", "C", "H", "H", "H", "H", "H", "H", "H", "H"],
  "xyz": [[-1.27575, -0.97383, -0.52894], [-0.03637, -0.47430, 0.18120], [0.54744, -1.44571, 1.02993], [1.15602, 0.11904, -0.63275], [0.98336, 1.43463, 0.12247], [-0.24161, 1.89931, -0.35307], [-0.18527, 0.92810, 0.82847], [-1.68624, -0.17975, -1.16155], [-1.05155, -1.85208, -1.14078], [-2.03781, -1.24945, 0.21279], [-0.08318, -1.68211, 1.72120], [2.07763, -0.42628, -0.43903], [0.98560, 0.25128, -1.70576], [1.73103, 2.14653, 0.44297], [-0.89000, 1.63484, 1.24360]]
}



(2)
{
  "formula": "C5H8O2",
  "method": "ωB97M-V/def2-TZVPD",
  "lumo_energy_ev": 0.29,
  "multiplicity": 1,
  "e_above_lowest_kj_mol": 444.5,
  "gap_ev": 8.861,
  "energy_ha": -345.6356,
  "species": ["O", "C", "C", "O", "C", "C", "C", "H", "H", "H", "H", "H", "H", "H", "H"],
  "xyz": [[-0.55897, -1.00490, 1.31420], [-0.32666, 0.36507, 1.54926], [0.71666, 0.95499, 0.61491], [0.16080, 1.40930, -0.59629], [-0.08725, 0.39066, -1.54331], [-0.74527, -0.87858, -1.26528], [-1.07733, -1.37832, 0.05490], [-2.15453, -1.06725, -0.06234], [0.02218, 0.42166, 2.58582], [-1.24973, 0.96346, 1.46752], [1.49254, 0.19205, 0.43574], [1.18962, 1.82551, 1.07879], [0.87052, -0.01018, -1.95729], [-0.55961, 0.89023, -2.39687], [-1.10901, -2.47181, 0.07916]]
}



(3)
{
  "formula": "C5H8O2",
  "method": "ωB97M-V/def2-TZVPD",
  "lumo_energy_ev": [-1.08, -1.07],
  "multiplicity": 1,
  "e_above_lowest_kj_mol": 455.9,
  "gap_ev": [7.817, 7.818],
  "energy_ha": -345.6313,
  "species": ["C", "O", "C", "C", "C", "C", "O", "H", "H", "H", "H", "H", "H", "H", "H"],
  "xyz": [[-1.22647, 0.62589, 0.45437], [-0.24255, 1.43534, -0.19356], [0.63737, 0.31687, -1.33193], [0.01412, -0.99134, -0.78355], [-0.31012, -0.57574, 0.67049], [0.88178, 0.18254, 1.17788], [1.85320, 0.52704, -1.08719], [-2.11135, 0.44209, -0.17827], [-1.55149, 1.09795, 1.39568], [0.18386, 0.70647, -2.26944], [0.76346, -1.79044, -0.84126], [-0.90002, -1.31959, -1.30064], [-0.61672, -1.42515, 1.30520], [0.73970, 0.99289, 1.88876], [1.88522, -0.22482, 1.09345]]
}



(4)
{
  "formula": "C5H8O2",
  "method": "ωB97M-V/def2-TZVPD",
  "lumo_energy_ev": 0.80,
  "multiplicity": 1,
  "smiles": "O=C1CC[C@@H]1CO",
  "e_above_lowest_kj_mol": 118.3,
  "gap_ev": 10.278,
  "energy_ha": -345.7599,
  "species": ["O", "C", "C", "C", "C", "C", "O", "H", "H", "H", "H", "H", "H", "H", "H"],
  "xyz": [[-1.13653, -2.14700, -0.53002], [-1.02679, -0.98851, -0.22710], [-1.83404, 0.27204, -0.52563], [-0.57919, 1.09058, -0.11264], [0.10534, -0.19656, 0.42514], [1.48470, -0.59928, -0.06226], [2.49636, 0.17340, 0.55792], [-2.20812, 0.36487, -1.54943], [-2.67374, 0.38523, 0.16848], [-0.75461, 1.87804, 0.62327], [-0.05044, 1.52232, -0.96858], [0.07521, -0.25502, 1.52028], [1.63487, -1.65902, 0.17979], [1.52305, -0.51209, -1.15798], [2.97174, 0.66062, -0.12077]]
}